Entry 1:
9
Properties=species:S:1:pos:R:3:mulliken_charge:R:1 method="wB97M-V/def2-TZVPD" gap_ev=8.83 e_tot_ev=-14784.000 smiles="[NH3+][O-].O=CI" homo_ev=-8.60 relative_energy_kcal_mol=23.1
I -2.138 -0.228 -0.370 -0.068
O 0.945 -0.120 -0.634 -0.619
O -2.237 2.603 0.477 -0.336
N 1.231 -1.271 -0.078 -0.171
C -1.485 1.804 0.100 -0.034
H 0.410 -1.706 0.285 0.229
H -0.431 1.803 0.133 0.424
H 1.791 -1.961 -0.600 0.275
H 1.913 -0.924 0.687 0.300

---

Entry 2:
8
Properties=species:S:1:pos:R:3:mulliken_charge:R:1 method="wB97M-V/def2-TZVPD" gap_ev="7.17 / 7.61" e_tot_ev=-21523.092 homo_ev="-8.77 / -8.68" relative_energy_kcal_mol=98.7
I -1.941 1.592 -1.392 0.026
S -0.317 0.921 0.188 -0.031
N 0.188 -0.498 2.166 -0.343
C 0.607 -0.295 -0.857 -0.977
H -0.504 -0.212 2.801 0.213
H -0.050 -1.081 -1.154 0.332
H 1.181 -0.760 -0.127 0.386
H 0.837 0.334 -1.625 0.393

---

Entry 3:
8
Properties=species:S:1:pos:R:3:mulliken_charge:R:1 method="wB97M-V/def2-TZVPD" gap_ev="7.86 / 7.37" e_tot_ev=-20535.695 homo_ev="-7.74 / -8.02" relative_energy_kcal_mol=68.8
I -3.251 -0.734 -0.842 -0.163
P -1.531 0.994 -0.733 0.050
O -0.233 0.281 -0.251 -0.048
C 0.277 -0.848 0.057 -0.155
H 1.559 1.382 0.806 -0.157
H 2.296 1.402 0.471 0.156
H 1.366 -0.818 0.402 0.175
H -0.482 -1.659 0.090 0.141

---

Entry 4:
9
Properties=species:S:1:pos:R:3:mulliken_charge:R:1 method="wB97M-V/def2-TZVPD" gap_ev=6.92 e_tot_ev=-31373.811 smiles=CP(O)SI homo_ev=-8.65 relative_energy_kcal_mol=44.7
I -4.242 0.583 0.246 -0.054
S -1.743 0.653 0.166 -0.154
P 0.022 -0.561 0.726 0.250
O -0.154 -1.679 -0.494 -0.449
C 1.183 0.660 0.006 -0.951
H 2.215 0.217 0.138 0.291
H 1.190 1.573 0.584 0.366
H 0.987 0.945 -0.970 0.376
H 0.541 -2.392 -0.402 0.327

---

Entry 5:
8
Properties=species:S:1:pos:R:3:mulliken_charge:R:1 method="wB97M-V/def2-TZVPD" gap_ev=6.80 e_tot_ev=-29326.346 homo_ev=-8.72 relative_energy_kcal_mol=20.5
I 0.659 2.259 -1.942 -0.328
S 1.431 -0.195 1.451 -0.157
P -0.273 0.682 0.678 0.254
C -0.762 -0.661 -0.480 -1.018
H 0.073 -0.916 -1.136 0.356
H 1.543 0.672 2.454 0.179
H -1.587 -0.292 -1.090 0.332
H -1.085 -1.549 0.066 0.381

---

Entry 6:
8
Properties=species:S:1:pos:R:3:mulliken_charge:R:1 method="wB97M-V/def2-TZVPD" gap_ev="7.39 / 6.78" e_tot_ev=-29324.062 homo_ev="-9.03 / -8.54" relative_energy_kcal_mol=73.2
I -0.903 -1.606 -1.701 -0.006
S 0.090 1.873 -0.586 -0.105
P 1.434 -2.239 -2.009 -0.054
C -0.501 1.272 0.954 -0.635
H 0.356 0.839 1.520 0.259
H 1.607 -2.674 -0.549 0.074
H -0.945 2.111 1.538 0.257
H -1.137 0.423 0.832 0.211

---

Entry 7:
7
Properties=species:S:1:pos:R:3:mulliken_charge:R:1 method="wB97M-V/def2-TZVPD" gap_ev=9.62 e_tot_ev=-4078.080 homo_ev=-9.19 relative_energy_kcal_mol=110.7
N -0.693 0.678 -0.784 -0.558
N 0.576 -0.866 0.712 -0.590
C 0.190 0.375 0.058 0.028
H -0.115 -1.611 0.585 0.247
H -1.621 0.326 -0.574 0.238
H 0.561 1.155 0.738 0.317
H 0.997 -0.567 -0.327 0.319

---

Entry 8:
7
Properties=species:S:1:pos:R:3:mulliken_charge:R:1 method="wB97M-V/def2-TZVPD" gap_ev=9.28 e_tot_ev=-4080.772 smiles="[H]/N=C/N" homo_ev=-8.29 relative_energy_kcal_mol=48.7
N 0.284 0.164 -0.982 -0.445
N 0.411 -0.069 1.358 -0.702
C -0.097 -0.341 0.186 0.087
H -0.963 -1.009 0.284 0.331
H 0.935 0.931 -0.878 0.292
H -0.175 0.081 -1.869 0.220
H -0.394 0.244 1.902 0.217

---

Entry 9:
8
Properties=species:S:1:pos:R:3:mulliken_charge:R:1 method="wB97M-V/def2-TZVPD" gap_ev="9.93 / 9.87" e_tot_ev=-6124.311 homo_ev="-10.76 / -10.73" relative_energy_kcal_mol=142.9
O 2.179 -0.307 0.096 -0.462
N -3.121 -0.477 0.112 -0.218
N 0.130 0.988 -0.317 -0.497
C 0.821 0.072 0.198 0.208
H 0.522 1.564 -1.136 0.219
H 2.575 -0.036 -0.704 0.291
H 0.281 -0.621 0.886 0.255
H -2.070 -0.707 -0.065 0.204

---

Entry 10:
8
Properties=species:S:1:pos:R:3:mulliken_charge:R:1 method="wB97M-V/def2-TZVPD" gap_ev=10.89 e_tot_ev=-6130.297 smiles="NC(N)=O" homo_ev=-10.12 relative_energy_kcal_mol=4.9
O 1.636 -0.123 -0.533 -0.566
N -0.229 1.145 -0.141 -0.339
N -0.152 -1.102 0.529 -0.550
C 0.514 0.004 -0.116 0.529
H -1.179 1.106 0.115 0.179
H 0.275 -1.926 0.139 0.278
H -1.116 -1.130 0.194 0.236
H 0.251 2.025 -0.187 0.234

---

Entry 11:
8
Properties=species:S:1:pos:R:3:mulliken_charge:R:1 method="wB97M-V/def2-TZVPD" gap_ev=11.09 e_tot_ev=-6126.168 smiles="[H]/N=[N+](/C)[O-]" homo_ev=-10.05 relative_energy_kcal_mol=100.1
O 1.410 0.997 0.019 -0.628
N 0.922 -1.098 0.049 -0.750
N 0.600 0.088 0.004 0.908
C -1.017 0.285 0.033 -0.580
H -1.433 -0.729 -0.383 0.252
H 1.889 -1.340 0.063 0.242
H -1.175 1.122 -0.753 0.255
H -1.197 0.675 0.967 0.302

---

Entry 12:
9
Properties=species:S:1:pos:R:3:mulliken_charge:R:1 method="wB97M-V/def2-TZVPD" gap_ev=11.15 e_tot_ev=-8173.597 smiles="NONC=O" homo_ev=-10.13 relative_energy_kcal_mol=71.2
O -0.837 -0.012 -0.825 -0.235
O 1.643 0.881 0.230 -0.494
N 0.198 -0.862 -0.383 -0.117
N -1.426 0.633 0.321 -0.442
C 1.435 -0.316 0.074 0.128
H -2.238 0.983 -0.196 0.281
H 2.293 -1.032 0.323 0.319
H -0.238 -1.710 -0.035 0.295
H -0.829 1.435 0.492 0.263